2 unconnected molecules or ions with the total composition C4H10O2S at a distorted geometry, computed with wB97M-V/def2-TZVPD.

ORCA input file:
```
! RIJCOSX wB97M-V def2-TZVPD def2/J DEFGRID3
* xyz 0 1
H 0.70 1.82 0.39
H 1.47 -0.05 3.19
H -2.16 -1.39 -1.84
H -0.63 -0.06 0.72
C 1.24 0.88 0.40
O -3.05 -1.21 -2.18
H 1.99 1.42 -1.53
S 0.18 0.16 2.87
H -3.63 -1.25 -1.42
O -0.12 -0.72 -2.31
H 2.18 1.00 0.93
H 2.19 -0.23 -1.32
C 0.20 0.33 -1.83
H -0.39 1.26 -1.99
C 0.36 -0.15 1.11
H 0.58 -1.17 0.86
C 1.47 0.55 -1.09
*
```

Calculated values
E_LUMO   0.67 eV
SMILES string   O=CCCCS.O
Energy above the lowest of the compared OMol25 structures with the same formula, charge and spin   27.45 kcal per mole
Orbital gap   10.10 eV